# 1
ORCA calculation (ωB97M-V with the def2-TZVPD basis set) on C45H65Br6HfN6O9 as an isolated structure in a non-equilibrium geometry.

Positions of all 132 atoms, in Å:
1 C -0.8481 0.3470 -3.5871
2 H 1.7482 2.1933 -0.2575
3 C -0.1686 4.2031 3.4028
4 H 3.1116 3.2970 1.0128
5 C 2.5716 -1.4099 3.9334
6 Br 3.7868 1.5408 -3.8628
7 H 0.3222 4.1254 4.3727
8 C 0.6938 3.6580 2.2745
9 H -6.3820 -0.9140 -4.2729
10 N 3.6712 -1.3086 7.5332
11 C -0.0580 -1.0732 -0.0925
12 H 2.1547 -0.7574 3.1800
13 H -3.8519 0.8304 -3.2820
14 Br 4.0385 -1.3553 -2.5058
15 C -2.4702 0.1441 2.9821
16 H 0.6623 -4.9610 -0.0101
17 N -1.3325 1.5963 -2.8857
18 O -4.2989 -0.1233 -0.3847
19 H 6.5233 1.9128 -1.7829
20 O -2.0155 1.4803 -1.8692
21 N -4.5806 -0.9355 -1.4884
22 H -2.4813 -2.4338 -0.9350
23 H -3.0514 3.1066 3.9838
24 H 5.7542 -0.0516 -3.9163
25 C 2.5001 -2.8021 3.7591
26 H 3.7385 0.7286 1.2044
27 O 6.3463 -3.2647 0.1226
28 H -0.3637 5.2455 3.1512
29 H 0.5769 -2.9677 -4.9234
30 O 3.7907 -0.0991 7.6393
31 H -7.3934 0.7795 -2.6340
32 H 3.8441 -3.9038 6.6050
33 N -2.0840 1.3076 3.6098
34 H 1.5494 -0.8168 -5.6911
35 H 4.4170 2.2729 -0.5476
36 C -0.1291 4.9447 -1.2350
37 O -0.9118 2.6390 -3.2867
38 H 2.7921 0.1214 5.4125
39 H -5.3341 -3.3102 -4.2435
40 C 3.3531 -3.1925 5.9564
41 C 1.1405 2.7846 -0.9442
42 H 1.6702 2.8547 -1.8949
43 C 5.3487 -0.6754 0.7992
44 C 1.2534 -0.5616 -0.6672
45 O -1.1845 3.2613 0.8624
46 H -3.1941 -3.8760 -0.3801
47 H 0.9339 -2.8089 0.8958
48 N 6.9607 -2.3057 -0.3048
49 C 3.2861 -1.8204 6.1968
50 Br 1.2893 -7.4122 -0.2772
51 H -2.3613 -0.9320 -2.6732
52 H -4.7203 -4.1745 -2.2405
53 C 2.0326 4.4253 2.3516
54 C 5.0746 1.4597 -0.2715
55 C -6.9618 -0.0752 -2.1184
56 H -4.5903 -0.8892 -4.3529
57 C 0.2041 0.4108 -4.4760
58 C -3.0802 2.1991 3.4008
59 H 1.9993 1.8031 1.9898
60 C 2.0912 4.9735 -0.0762
61 O 8.0760 -2.3917 -0.7753
62 H 1.7805 5.4577 2.6096
63 H 1.9435 -1.3915 -0.8254
64 C -5.4557 -1.1641 -3.7502
65 H -5.1939 1.8186 2.8070
66 C -3.3501 -2.7959 -0.3789
67 H 5.0890 -1.4448 1.5151
68 H -0.4438 -1.7001 -0.9051
69 C -1.4685 -0.8453 -3.2830
70 H -1.9068 -0.7439 3.2258
71 H 1.3736 1.9181 3.5245
72 H -1.3802 1.4295 4.3231
73 H 0.3744 5.3208 -2.1287
74 O -1.0123 -0.1206 0.2720
75 H -6.1049 -3.7434 -0.3822
76 N 0.0523 3.8967 0.9779
77 Br 4.4090 -0.9618 -5.7993
78 C 0.7974 4.1506 -0.2795
79 C 4.6640 0.5218 0.6867
80 C -4.8635 1.0476 -2.9297
81 H -7.0281 0.0230 -1.0321
82 H 0.5988 -1.4601 1.9228
83 C 1.4319 -5.4860 -0.5633
84 H -4.4617 -0.6137 2.3560
85 H 2.6733 4.0478 3.1505
86 Hf -2.6959 1.4097 0.4541
87 C -3.7965 0.2125 2.5469
88 C -4.5724 -3.1207 -2.4903
89 H 1.8349 6.0124 0.1351
90 C 6.4264 -0.9373 -0.0462
91 C -4.1574 1.5125 2.8284
92 H 1.8587 0.1159 -0.0610
93 H -6.6667 -2.9426 -3.1091
94 H -1.1296 3.6910 3.4462
95 C 0.7204 -0.7571 -5.0019
96 H -0.7491 -2.4341 1.4776
97 H -7.5413 -0.9797 -2.3045
98 C 6.9189 0.0666 -0.8619
99 C 6.2803 1.2766 -0.9416
100 H 1.1131 -0.0856 -1.6397
101 C -5.4578 -0.2755 -2.4955
102 Br 1.1806 -5.0598 -2.5079
103 H -5.3609 1.4399 -3.8149
104 H -1.4782 -2.9544 -3.6046
105 C 0.1894 -2.0364 1.0890
106 H -0.5349 5.8191 -0.7229
107 H 0.6898 1.3435 -4.7277
108 H 0.2358 1.4587 2.2824
109 H 2.9828 -4.7546 4.5563
110 H -3.6396 -3.0690 -3.0537
111 H -6.7791 -2.1458 -0.6447
112 H -4.7505 1.7141 -2.0751
113 H 2.2810 -3.1524 2.7586
114 C 2.8916 -3.6950 4.7462
115 C 2.8386 -0.9418 5.2233
116 H -0.9812 4.4150 -1.6594
117 O 3.7944 -2.0965 8.4374
118 H 0.2435 2.1785 -1.0707
119 C 4.6852 -0.2177 -3.9786
120 C -4.6247 -2.3690 -1.1591
121 H -3.2941 -2.4286 0.6450
122 H -5.8385 -2.3238 0.7112
123 C 2.8302 4.3490 1.0941
124 C 1.0817 2.1165 2.4864
125 H 7.6464 -0.1376 -1.6359
126 C -5.8837 -2.6769 -0.3203
127 H 2.7017 4.9488 -0.9783
128 C 0.1938 -2.0216 -4.5672
129 C -0.9678 -2.0308 -3.8425
130 H 3.7699 4.8848 1.2525
131 Br 3.2065 -4.8769 -0.0126
132 C -5.6741 -2.6484 -3.4421

Atomic forces in eV per Å
-1.155 0.019 0.988
0.181 0.117 -0.121
-0.472 -0.261 -0.389
-0.008 0.050 -0.778
-1.125 -1.186 1.430
0.470 -0.673 -0.042
0.122 0.031 -0.048
1.478 -1.716 -0.083
0.375 0.587 -0.512
-0.319 0.710 -0.336
0.238 -1.199 0.132
0.386 0.181 -0.124
0.027 0.061 0.096
0.583 0.404 -1.211
0.681 -1.718 1.571
0.078 -0.084 -0.044
1.778 -0.711 -0.870
1.744 2.701 1.708
0.248 0.358 0.303
-1.041 -0.084 0.991
1.424 1.073 -0.939
0.015 0.302 0.176
-0.234 0.321 -0.604
-0.124 -0.064 0.306
0.554 0.518 -0.849
0.082 -0.284 0.355
-0.737 0.261 -0.230
-0.090 0.053 0.268
0.313 0.147 -0.129
0.041 -0.217 -0.057
-0.044 -0.040 0.055
-0.240 0.337 0.552
-1.493 -0.470 -1.468
0.076 0.559 0.068
0.133 0.219 0.223
-0.294 0.380 -0.007
-0.436 0.278 -0.183
0.059 -0.028 0.265
-1.157 0.482 -0.959
0.121 -0.089 -0.223
0.053 0.006 0.686
-0.071 0.209 -0.039
0.421 -0.908 0.256
0.475 0.333 -0.001
-2.087 -2.763 -0.726
-0.554 -0.111 0.123
-0.220 -0.138 -0.322
0.918 -0.016 1.866
-0.107 -0.729 -0.069
-0.140 0.789 -0.060
-0.014 0.412 0.201
0.009 -0.088 -0.115
-0.681 0.567 0.245
0.235 -0.298 0.396
0.758 -0.574 1.192
0.085 -0.663 -0.173
0.946 0.410 -0.558
-0.919 0.014 1.412
-0.345 0.112 -0.698
-0.663 -1.271 0.767
-0.302 0.331 -0.583
0.209 0.138 -0.124
-0.376 -0.326 -0.086
-1.463 -0.402 0.161
0.187 0.595 -0.268
0.175 0.449 -0.598
-0.370 -0.008 -0.085
-0.390 0.038 -0.057
-0.308 -0.678 -0.275
0.193 -0.039 -0.667
-0.308 0.373 0.300
0.555 -0.062 -0.571
0.495 -0.103 0.183
-2.895 3.221 0.730
-0.014 -0.037 0.425
0.030 0.965 0.592
0.138 0.181 1.095
-0.955 -0.775 -1.801
0.233 0.545 -0.861
1.146 -0.545 0.126
-0.116 0.608 -0.006
0.056 0.156 0.000
0.738 -0.441 -0.965
0.273 0.007 -0.616
-0.421 -0.158 0.293
4.612 -4.028 -1.904
1.961 -0.905 0.463
-1.467 -0.136 0.953
0.064 0.022 0.132
-0.103 0.553 -0.742
-1.091 2.524 -0.271
-0.500 0.139 0.332
-0.060 0.304 -0.041
0.120 0.122 -0.008
-0.430 -2.037 0.925
-0.019 -0.321 -0.313
-0.045 0.099 -0.379
0.252 -0.722 -0.619
-1.390 0.196 -0.606
-0.040 0.030 0.017
-0.912 -0.931 -0.189
0.005 -0.158 1.180
-0.443 0.340 0.433
0.106 -0.078 0.008
-0.011 1.022 0.476
0.094 0.013 0.138
-0.230 0.123 0.027
0.212 -0.091 -0.470
-0.194 -0.013 -0.092
0.289 0.392 0.527
0.133 -0.173 -0.595
-0.429 0.463 -0.312
-0.226 -0.247 0.077
0.470 0.700 -0.016
0.531 0.464 -0.612
0.063 -0.380 0.476
0.149 -0.356 0.044
-0.031 0.205 0.002
-0.911 0.069 -0.367
0.351 0.432 0.780
-0.095 0.082 -0.038
0.632 -0.367 0.128
1.009 0.708 0.132
-0.498 0.708 0.843
0.374 -0.247 0.404
-0.436 -0.157 -0.348
-0.223 -0.061 -0.161
-0.067 1.430 -1.247
-0.265 0.475 1.044
0.076 -0.040 0.003
-0.673 0.060 -0.088
2.443 -0.876 -0.130

The value obtained for the HOMO energy is -9.71 eV. For the LUMO energy, the calculation gives -4.324 eV. The strongest force on any atom comes out at 6.41 eV Å⁻¹. The total charge is +1. The calculation puts the total energy at -18250.7855 a.u. The multiplicity is 1. The value obtained for the orbital gap is 5.384 eV.

---

# 2
ORCA calculation (ωB97M-V with the def2-TZVPD basis set) on a 8-piece molecular cluster, C45H66N2O26P overall in a non-equilibrium geometry.

Positions of all 140 atoms, in Å:
1 C -6.8158 1.9621 1.1570
2 H 0.3464 1.5641 1.6623
3 C 3.8461 -2.0327 7.7538
4 C 2.6130 5.0167 5.5971
5 C -4.1068 -4.4810 -0.7856
6 H 0.5261 3.1074 -5.2611
7 C -3.2819 6.0896 -3.4575
8 C 1.1899 0.5146 -6.3644
9 O -1.1336 -1.4097 3.1834
10 H -6.0748 0.3478 -2.3919
11 C -1.5972 -4.9413 -0.6525
12 H 0.1014 2.4283 0.1277
13 C -0.3515 -4.8300 -0.0286
14 O 2.5225 -2.2018 1.8441
15 H -3.2873 -1.9967 3.9537
16 C 0.2058 -6.4269 -3.0090
17 O -0.5479 -3.5399 4.3247
18 O 1.5149 5.4656 5.5648
19 H 6.6957 0.7881 -4.0762
20 H -0.3411 -2.9213 5.0477
21 O -2.9815 -2.9149 3.8716
22 H 1.5716 -7.2563 -1.5583
23 H 3.3254 -0.1687 6.7940
24 H 1.5926 -5.7553 0.1014
25 H -7.4255 3.9582 1.7768
26 C 7.5974 -0.1848 -5.7622
27 H -7.4646 -1.2445 -1.1369
28 H -3.0182 7.0404 -3.9204
29 H 6.6463 4.0215 6.9167
30 C -2.2576 4.0862 -2.2834
31 C -2.4358 -2.4901 -2.4818
32 C 4.5537 4.1172 4.9088
33 H 2.2150 3.5830 0.2941
34 C 0.4551 0.9628 -5.1320
35 H -1.7502 -5.4456 -1.6027
36 C -7.2505 2.4729 -0.9862
37 O -1.0772 6.0270 -2.4250
38 H 4.8217 -1.6321 8.0204
39 C -3.8582 -2.2075 -2.0487
40 O 1.1601 -0.9146 -6.2226
41 O 6.3043 1.8782 -5.7720
42 O -0.3747 -2.3183 -5.3537
43 H 0.8727 4.5802 2.0859
44 C 6.4754 0.6022 -5.1315
45 C -5.6908 -0.6246 -2.0980
46 C -2.7628 -4.3922 -0.0716
47 O -7.2220 2.4228 -2.1740
48 H -6.5688 -3.4316 -0.4595
49 C -4.6059 -3.1156 -1.3095
50 O 3.1556 4.2445 4.6128
51 H -1.5682 4.9846 -4.1244
52 H -0.9012 2.4671 -4.4233
53 H 2.8160 -1.2054 4.5541
54 H 4.2886 3.3297 6.9052
55 H -1.7915 -2.5249 -1.5896
56 C 0.0524 -1.2171 -5.5055
57 O 0.6718 -1.7659 8.9104
58 H 1.0671 -4.4056 2.8677
59 C 1.6293 3.8368 2.3392
60 H 5.0880 4.9180 4.3919
61 O 3.6531 0.1109 0.4726
62 H 2.5107 -1.2581 1.6048
63 C 4.9994 2.2192 -5.6372
64 H -0.0791 -7.3447 -0.9909
65 H 1.1042 0.9487 -4.2516
66 H 4.9352 3.1556 4.5706
67 C -2.0416 5.2760 -3.1819
68 H -4.1257 -5.2761 -1.5402
69 H -6.9675 1.3283 3.2082
70 N 0.1791 -4.9916 -3.3546
71 P -1.4993 -2.8172 3.2880
72 O 1.5869 0.9521 0.1337
73 C 5.1067 -0.0022 -5.3102
74 H -0.8339 -6.7877 -3.1070
75 H 2.2113 0.8825 -6.4007
76 O -6.9714 1.4228 -0.1664
77 O 0.6560 5.3911 -1.1328
78 O 4.5509 3.2964 -5.8558
79 N -1.4402 -3.6543 1.7551
80 H -2.4210 -3.5138 -2.8881
81 H -2.9664 4.2791 -1.4746
82 H 7.3606 -0.4486 -6.7944
83 C 0.6228 -6.7004 -1.5385
84 H 6.2039 5.6705 6.4419
85 O 1.1559 -2.5376 1.9064
86 C 1.9335 2.9634 1.1492
87 H 4.5245 -1.3616 5.0036
88 C -7.7213 3.1651 1.0937
89 H -8.7732 2.9211 1.2591
90 C 1.6896 -1.7289 8.3025
91 O 2.9234 -1.9018 8.8431
92 C 2.8366 0.9691 0.6604
93 C 5.8672 4.7815 6.9776
94 O -0.9545 3.9095 -1.7077
95 H 5.7382 5.0702 8.0207
96 C 3.5088 -1.6592 5.2635
97 H 3.9455 -3.0946 7.5156
98 H -3.9585 5.5508 -4.1208
99 C 1.0178 -3.9408 1.8720
100 C -6.4492 -1.5463 -1.3871
101 H -8.2520 0.7031 2.1598
102 H -2.5669 3.1947 -2.8253
103 H 7.7892 -1.1007 -5.2031
104 O 1.7780 -1.5101 6.9585
105 H 4.9610 -0.4565 -6.2934
106 H -3.5174 -3.3773 1.6179
107 O 4.2600 1.1529 -5.2170
108 C -0.3155 -4.1484 1.1771
109 C 0.8891 -5.4430 -0.6800
110 H -5.7678 2.2544 1.2750
111 H -0.7398 -4.7685 -3.7227
112 H 1.8569 -4.3266 1.2879
113 C 3.1603 -1.2433 6.6690
114 H -3.7764 -0.3120 -3.0070
115 C -4.4027 -0.9888 -2.4251
116 C -0.2149 2.3076 -5.2554
117 H 1.2697 3.2460 3.1824
118 O -7.5637 3.5792 -0.2693
119 C -7.1900 0.9490 2.2108
120 C -2.6357 -3.7873 1.1289
121 H 1.3967 -4.6363 -1.2259
122 O -0.5100 -0.0970 -4.9811
123 O 3.4984 5.2007 6.6102
124 H 4.8575 -0.7286 -4.5394
125 C -0.3575 5.1381 -1.7001
126 H -3.8120 6.3233 -2.5327
127 H 8.5110 0.4090 -5.7887
128 C 4.5687 4.2644 6.4090
129 C 0.8470 1.9981 0.7925
130 H 0.6782 0.7759 -7.2938
131 H 3.4217 -2.7406 5.1410
132 H 0.8069 -4.8471 -4.1395
133 H -2.0290 -1.7657 -3.1884
134 H -0.8055 2.3708 -6.1714
135 H 2.5200 4.3458 2.6698
136 H -4.8555 -4.7613 -0.0289
137 H 0.7684 -7.0227 -3.7375
138 C -5.9174 -2.7528 -1.0128
139 O 3.0351 2.0641 1.4233
140 H -6.6415 0.0189 2.0563

Atomic forces in eV per Å
-0.158 -0.415 0.579
0.104 0.071 0.079
0.209 0.107 0.242
-0.170 0.192 0.131
-0.351 0.831 0.586
0.048 -0.062 0.027
0.040 0.322 0.184
0.403 0.085 -0.179
-0.252 0.267 -0.794
-0.093 -0.244 0.074
-0.678 0.294 0.560
0.122 -0.138 -0.185
-0.391 -0.452 -0.856
0.951 -0.399 0.274
-0.059 -0.078 -0.003
-1.525 -0.059 0.230
-0.629 -1.137 -0.808
0.040 -0.071 -0.073
-0.123 0.016 0.009
0.099 -0.015 -0.112
0.277 -0.970 -0.773
-0.237 0.123 0.099
-0.015 -0.023 0.117
-0.299 0.046 -0.109
0.026 0.115 -0.187
0.114 0.200 -0.308
0.125 -0.394 0.097
0.018 -0.086 -0.115
-0.047 -0.030 -0.007
0.009 -0.339 -0.086
-0.232 -0.779 0.740
0.006 -0.317 -0.163
-0.022 -0.115 -0.065
-0.156 0.687 -0.001
0.428 -0.018 0.179
-0.072 0.004 -0.178
0.205 -0.424 0.136
-0.096 0.026 0.200
1.021 0.085 -0.398
-0.250 -0.021 0.169
-0.428 -0.019 0.185
-0.004 -0.070 0.067
0.017 -0.037 -0.106
0.518 -0.433 -0.208
0.191 -0.179 -0.024
0.453 -0.970 -1.607
0.054 -0.006 0.054
0.260 0.003 -0.067
-0.186 -0.341 0.130
0.406 0.164 0.818
0.055 -0.081 0.065
0.130 0.014 0.102
0.110 0.096 -0.017
-0.063 -0.019 -0.093
0.064 0.219 -0.370
-0.048 -0.029 -0.025
0.016 -0.033 -0.093
-0.134 0.185 -0.144
-0.110 -0.247 -0.222
0.068 0.033 0.150
-0.280 -0.021 0.218
-0.082 -0.239 -0.299
0.093 0.319 -0.092
-0.001 0.103 -0.345
0.057 -0.089 -0.062
-0.202 -0.020 -0.093
-0.649 0.314 -0.203
0.289 0.246 0.018
0.023 0.043 -0.033
0.184 -0.483 -0.403
0.807 2.890 2.137
0.324 -0.121 0.203
-0.197 -0.184 0.262
0.349 -0.100 -0.088
0.045 -0.207 0.041
-0.048 0.489 -0.074
-0.079 -0.229 0.077
-0.091 -0.107 0.001
-0.405 -0.901 0.302
0.280 0.410 -0.262
-0.050 0.135 -0.092
-0.071 -0.006 0.037
0.910 0.298 -0.068
-0.034 -0.046 -0.061
-1.104 0.493 0.186
-0.291 0.836 0.515
-0.016 0.035 0.039
0.079 0.326 0.127
0.053 -0.133 0.050
-0.122 -0.033 0.215
-0.191 0.033 -0.252
0.117 0.280 -0.056
-0.069 0.343 0.128
0.053 0.247 0.008
0.008 -0.140 0.017
-0.346 -0.148 -0.184
-0.021 0.043 -0.149
0.049 -0.030 -0.003
0.601 0.271 -0.101
-0.615 1.147 -0.267
0.002 0.079 -0.013
0.165 -0.091 0.075
-0.029 0.035 0.044
0.054 -0.020 0.307
0.161 0.009 -0.015
0.353 -0.039 0.073
0.173 0.020 -0.075
1.396 -0.352 0.472
0.031 -0.037 0.541
-0.032 0.102 -0.061
0.199 0.209 -0.054
-0.403 -0.067 -0.030
0.299 -0.145 -0.612
-0.129 -0.125 0.113
0.150 0.433 -0.276
-0.390 -0.021 -0.048
-0.010 -0.021 -0.038
0.060 -0.247 -0.055
-0.119 -0.314 -0.175
-0.886 0.578 0.551
-0.177 -0.306 -0.150
0.248 -0.353 -0.080
-0.206 -0.230 -0.328
-0.157 0.147 0.053
0.130 0.245 -0.004
0.023 -0.079 0.012
0.002 -0.038 0.139
0.643 0.184 0.221
-0.396 -0.052 -0.281
-0.121 0.070 0.103
0.048 0.002 0.067
-0.029 0.351 0.178
-0.165 -0.238 0.002
0.070 -0.044 -0.030
-0.012 0.181 -0.228
0.221 -0.161 -0.233
0.147 0.165 0.387
-0.428 -0.608 0.551
-0.100 -0.490 -0.444
0.098 0.072 0.041

The value obtained for the HOMO energy is -11.13 eV. For the LUMO energy, the calculation gives -3.906 eV. The strongest force on any atom comes out at 3.68 eV Å⁻¹. The total charge is +1. The calculation puts the total energy at -4161.3300 a.u. The multiplicity is 1. The value obtained for the orbital gap is 7.225 eV. For the relative energy (zero: lowest compared OMol25 entry of this formula, charge and spin), the calculation gives 0.0 kcal/mol.

---

> strongest force on any atom of number 2 (C45H66N2O26P)?

3.68 eV Å⁻¹

---

> What is the orbital gap in the first record?

5.384 eV